Entry 1:
{"formula": "C16H27ClN3O7Se2W", "method": "wB97M-V/def2-TZVPD", "charge": 3, "e_above_lowest_kcal_mol": 21.1, "orbital_gap_ev": [6.12, 6.15], "symbols": ["O", "H", "N", "H", "H", "C", "C", "C", "H", "H", "O", "H", "C", "C", "O", "H", "H", "H", "H", "Se", "O", "N", "H", "H", "H", "C", "H", "C", "C", "H", "H", "Se", "O", "H", "C", "O", "H", "O", "H", "H", "H", "C", "H", "C", "N", "H", "H", "C", "C", "W", "H", "H", "H", "C", "C", "Cl", "C"], "positions_angstrom": [[-0.3812, 0.4412, 2.2010], [-0.7559, -0.3082, 2.6827], [1.2260, -1.8751, -1.2571], [-0.3662, -3.0821, -0.7210], [3.0012, -5.1094, -2.4339], [-0.1909, 1.5209, 3.1473], [3.8009, -0.3760, -0.2148], [0.3090, 2.9924, 1.1299], [1.1687, 3.8325, 3.5863], [2.5488, 0.3397, -1.8445], [-0.0067, 1.2417, -4.9912], [-2.4970, 2.9832, 3.1399], [-4.0458, -2.8958, -1.4544], [2.7567, -0.6380, 0.8744], [0.6422, -0.6247, -3.6876], [-4.6628, -2.6803, -2.3286], [-0.4489, 4.0461, 4.3053], [-3.1612, -3.4452, -1.7653], [4.0268, -0.4880, -2.3577], [-0.6635, 2.1592, -0.4127], [-0.0407, 5.2199, 2.6526], [-1.3569, -0.8733, -0.6824], [-2.0413, 4.1819, 1.9054], [4.2247, 0.6244, -0.1091], [-4.6255, -3.5196, -0.7730], [2.4928, -1.8414, -1.7330], [-4.6411, 0.1432, -0.2365], [3.1491, -2.9871, -2.1591], [2.5061, -4.2136, -2.0884], [-0.8884, 1.4033, 3.9773], [0.7055, -5.1974, -1.4221], [-2.6215, 1.9622, 0.8211], [-1.1599, 0.5906, -3.0182], [0.1645, 5.9759, 3.2141], [-1.9116, 3.1481, 2.2354], [1.5348, 0.0911, 0.5763], [4.6132, -1.0905, -0.0756], [0.9086, 1.4479, -2.8099], [1.3094, 2.5575, 1.1582], [0.3835, 4.0645, 0.9054], [3.1466, -0.2783, 1.8314], [-2.4987, -1.2413, -0.7243], [-5.7177, -1.1768, -0.7397], [0.1118, 4.0263, 3.3654], [-3.6954, -1.6582, -0.7791], [0.8293, 1.4707, 3.5438], [-4.9524, -1.2190, 0.8531], [0.6265, -3.0786, -1.1550], [-4.8104, -0.9321, -0.1894], [0.2146, 0.0588, -1.2960], [0.9580, 0.1587, 1.4073], [2.5272, -1.7087, 0.9633], [4.1532, -2.9175, -2.5504], [1.2261, -4.2594, -1.5427], [3.2137, -0.5256, -1.6312], [0.0928, 0.6826, -3.7610], [-0.4307, 2.8766, 2.4680]], "forces_ev_per_angstrom": [[0.3, -0.2, 0.6], [0.0, 0.0, -0.1], [0.0, -0.1, -0.5], [0.1, 0.0, -0.1], [0.0, -0.1, 0.0], [0.1, 0.5, 0.2], [-0.4, 0.1, 0.1], [0.5, 0.4, 0.1], [0.0, 0.0, 0.1], [0.4, -0.3, 0.0], [-0.2, 0.9, -1.7], [-0.1, -0.1, -0.1], [-0.2, -1.1, -0.5], [0.8, -0.4, -0.3], [0.5, -1.5, 0.2], [0.1, 0.1, 0.1], [0.0, -0.1, 0.0], [0.1, 0.1, 0.0], [-0.2, 0.2, -0.1], [-0.2, 1.3, 1.4], [-0.1, 0.2, -0.1], [-2.2, -0.7, 0.1], [-0.1, -0.2, 0.0], [0.0, 0.0, 0.0], [0.1, 0.1, 0.1], [0.4, 0.2, 0.0], [0.0, -0.1, -0.1], [-0.3, 0.0, 0.0], [-0.1, 0.2, 0.1], [0.0, 0.0, 0.0], [-0.1, 0.0, 0.0], [-0.7, 0.3, 0.2], [-1.1, -0.3, 1.2], [0.0, 0.0, 0.0], [0.1, 0.2, -0.3], [-0.9, 0.2, -0.7], [0.0, 0.0, 0.0], [0.9, 1.0, 1.3], [-0.1, 0.0, -0.1], [0.0, -0.4, -0.4], [-0.3, 0.0, -0.1], [1.1, 0.4, 0.1], [0.1, 0.0, -0.1], [0.2, -0.4, 0.1], [0.8, 0.3, 0.0], [-0.1, 0.0, 0.0], [0.1, -0.1, -0.1], [-0.4, -0.4, 0.2], [-0.7, 0.8, 0.6], [2.3, -1.2, 0.6], [-0.2, 0.1, -0.5], [0.0, 0.3, 0.0], [0.1, 0.1, 0.0], [0.1, 0.3, 0.0], [0.0, -0.1, 0.3], [-0.1, -0.2, -1.5], [-0.2, -0.4, -0.3]], "lowdin_charge": [-0.162, 0.135, -0.073, 0.104, 0.142, -0.133, -0.113, -0.301, 0.145, 0.080, -0.075, 0.106, 0.029, -0.153, -0.250, 0.124, 0.153, 0.105, 0.151, 0.816, -0.034, -0.036, 0.095, 0.136, 0.124, -0.274, 0.060, 0.048, 0.037, 0.152, 0.132, 0.798, -0.368, 0.132, -0.393, -0.247, 0.143, -0.426, 0.095, 0.101, 0.148, -0.138, 0.121, -0.187, -0.121, 0.147, 0.122, -0.083, 0.019, 1.467, 0.062, 0.135, 0.146, 0.009, -0.114, 0.697, -0.542]}

---

Entry 2:
{"formula": "C16H27F6N5O4P", "method": "wB97M-V/def2-TZVPD", "charge": 1, "e_above_lowest_kcal_mol": 0.0, "orbital_gap_ev": 5.97, "symbols": ["C", "H", "F", "C", "H", "H", "C", "H", "O", "H", "O", "N", "C", "C", "C", "H", "H", "H", "H", "H", "P", "C", "C", "C", "F", "H", "H", "H", "C", "C", "H", "H", "H", "C", "H", "O", "C", "H", "H", "H", "H", "C", "F", "N", "H", "H", "C", "N", "H", "F", "C", "H", "H", "F", "H", "F", "N", "O", "N"], "positions_angstrom": [[4.3135, -1.2702, 1.2948], [0.9058, -2.5520, 0.6561], [-3.9402, 1.2178, 2.3219], [4.2893, -3.6352, 0.8734], [4.9777, -4.4749, 0.8840], [0.8586, 5.3503, 0.5373], [-1.8496, -5.1277, -2.7152], [-1.0697, -2.3759, -1.8835], [-0.5467, -1.6723, -1.4586], [0.1192, 6.6476, -0.4192], [3.1220, -1.1575, 1.0401], [-0.3230, 2.5353, -0.3168], [-3.4583, 0.3720, 1.3747], [0.2668, -1.8366, 1.1525], [-1.2227, 0.4057, 0.1542], [0.5766, 8.9427, 0.6351], [-0.1721, -2.2654, 2.0436], [6.9633, -2.8651, 0.6992], [-5.0508, -4.3764, -2.4739], [0.6441, 0.8093, -0.8010], [-1.1254, -1.4447, 0.0237], [-2.2775, 1.0666, 0.7319], [-0.2380, 1.2371, -0.3505], [6.4109, -2.4920, 1.5625], [-4.2229, -0.5833, -0.6637], [6.5711, -3.1651, 2.4056], [-3.0692, 2.9898, 1.1489], [6.7881, -1.5060, 1.8225], [2.9890, 6.6890, 0.8986], [1.6197, 8.6724, 0.7767], [2.2233, 9.1240, -0.0103], [-3.8148, -3.3455, -3.2275], [4.9331, -0.4087, 1.5885], [0.5881, 6.4027, 0.5371], [2.9870, 5.5836, 0.8552], [4.0037, 7.3246, 1.0718], [-2.2465, 2.4573, 0.7028], [-4.4719, -6.5038, -3.7806], [-0.1280, 6.5826, 1.3428], [3.8647, -3.5253, -0.1250], [0.8175, -0.9455, 1.4186], [-3.8197, -6.5545, -2.9081], [0.6523, 3.2578, -0.8545], [1.7604, 7.2244, 0.7403], [1.9687, 9.0554, 1.7354], [-3.7575, -3.6594, -1.4871], [-4.6104, 0.1848, 0.3518], [4.9938, -2.4195, 1.2493], [-3.0710, -7.3254, -3.0724], [-4.9168, 1.3961, -0.1297], [-4.0022, -4.0948, -2.4576], [-1.3112, -6.0674, -2.9023], [-4.4145, -6.8198, -2.0333], [-3.1414, -0.7590, 1.9856], [3.4750, -3.8240, 1.5740], [-5.6670, -0.3408, 0.9382], [-3.1764, -5.2682, -2.6968], [-1.2577, -4.0696, -2.5458], [-1.3104, 3.2026, 0.1848]], "forces_ev_per_angstrom": [[0.0, 0.2, 0.0], [0.2, -0.1, -0.1], [-0.2, 0.0, 0.1], [-0.1, 0.2, 0.0], [0.0, 0.0, 0.0], [0.1, 0.0, 0.0], [-0.1, -0.2, 0.0], [0.1, -0.4, -0.4], [0.6, 0.9, 0.0], [-0.1, -0.1, 0.0], [0.0, 0.0, -0.1], [-1.2, -0.3, 0.4], [-0.4, 0.9, 0.1], [-0.7, 1.0, -0.2], [0.0, -0.2, 0.2], [0.0, 0.0, 0.0], [0.0, -0.2, 0.2], [0.1, 0.0, 0.0], [0.0, 0.0, 0.0], [0.3, 0.1, -0.2], [-1.1, -1.6, 0.3], [0.6, -0.4, -0.1], [1.6, -1.1, -1.0], [-0.1, -0.2, -0.1], [0.0, 0.0, 0.0], [0.1, 0.0, 0.0], [0.0, 0.3, 0.0], [0.0, 0.0, 0.0], [0.1, -0.1, 0.0], [0.2, -0.1, 0.0], [0.0, 0.1, 0.0], [-0.1, 0.0, 0.0], [0.0, 0.0, 0.0], [0.0, 0.4, 0.1], [0.0, 0.0, 0.0], [0.0, 0.1, 0.0], [-1.2, 0.4, 0.7], [0.0, -0.1, 0.0], [-0.1, -0.1, -0.1], [0.0, -0.1, 0.0], [0.5, -0.1, 0.1], [-0.1, 0.2, 0.0], [0.1, 0.3, 0.0], [-0.1, -0.1, -0.1], [0.0, 0.1, 0.0], [-0.1, 0.0, 0.0], [0.1, -0.1, 0.0], [0.1, -0.1, 0.0], [0.0, 0.0, 0.0], [-0.1, 0.0, 0.0], [0.2, 0.0, 0.0], [0.0, 0.0, 0.0], [0.0, -0.1, 0.0], [0.1, -0.4, 0.0], [0.0, -0.1, 0.0], [0.0, 0.0, 0.0], [-0.1, -0.1, 0.0], [0.0, 0.3, 0.1], [0.8, 0.6, -0.3]], "lowdin_charge": [-0.338, 0.045, 0.137, -0.033, 0.089, 0.045, -0.314, 0.002, -0.283, 0.092, -0.029, -0.077, -0.432, -0.218, -0.180, 0.086, 0.042, 0.094, 0.091, 0.169, 0.916, -0.052, 0.063, -0.045, 0.172, 0.094, 0.151, 0.086, -0.363, -0.035, 0.095, 0.097, 0.136, -0.076, 0.128, 0.032, 0.012, 0.095, 0.091, 0.094, 0.019, -0.040, 0.157, -0.201, 0.096, 0.084, -0.563, -0.191, 0.087, 0.182, -0.030, 0.143, 0.095, 0.154, 0.092, 0.219, -0.185, -0.018, 0.221]}

---

Entry 3:
{"formula": "C16H27HoN6S2", "method": "wB97M-V/def2-TZVPD", "charge": 2, "multiplicity": 5, "e_above_lowest_kcal_mol": 0.0, "orbital_gap_ev": [7.43, 7.48], "symbols": ["N", "H", "C", "H", "H", "H", "H", "H", "H", "H", "C", "N", "C", "N", "Ho", "C", "S", "H", "C", "N", "N", "H", "H", "H", "H", "H", "C", "C", "H", "C", "H", "C", "C", "H", "S", "C", "H", "H", "H", "H", "H", "C", "C", "C", "C", "H", "N", "H", "H", "C", "H", "H"], "positions_angstrom": [[-2.2357, -1.2121, 2.3715], [1.7710, -4.1297, -1.1747], [1.3855, -2.1581, -0.7946], [1.1833, 5.7508, 0.2319], [-3.1846, -2.8636, -0.4514], [-5.0737, -0.4312, -0.2698], [1.4483, -3.7942, 2.0338], [0.2424, -5.9726, 2.1897], [2.6237, -5.0762, 2.2102], [2.5930, 3.7287, -0.1686], [-4.0889, -2.3066, -0.7041], [-0.6064, -2.6972, 3.3149], [0.9082, 2.4176, -0.1617], [1.1488, 0.0691, -0.5243], [-0.9845, -0.1063, 0.2742], [-1.1771, 3.3484, 0.1904], [-0.2814, -2.5612, -0.3355], [-5.4696, -1.8870, 1.6902], [-0.6413, 4.6213, 0.2807], [-0.4281, 2.2614, -0.0231], [1.9673, -0.9818, -0.8210], [-2.2455, 3.1965, 0.2905], [-3.3876, -0.3922, 0.0192], [-4.9363, -2.9780, -0.5569], [2.2289, -4.0945, 3.6052], [-2.1942, -3.8715, 4.0452], [0.7077, -5.5725, 3.0959], [-0.3869, -5.0440, 4.0220], [-1.0229, -5.8731, 4.3356], [-4.5477, -1.3069, 1.6158], [-4.7494, -0.3694, 2.1440], [1.7125, 1.2158, -0.4307], [-0.9674, -1.5296, 2.8710], [-4.0391, -2.0702, -1.7662], [0.1547, -0.2277, 2.7454], [0.7295, 4.7713, 0.1603], [-3.2196, -2.9951, 1.8226], [3.0974, -3.0343, -1.4326], [-2.4642, -0.2989, 2.7618], [2.7875, 1.2959, -0.5612], [-3.7638, -2.3061, 3.3556], [1.5199, 3.6489, -0.0598], [-4.2748, -1.0503, 0.1392], [-3.4530, -2.0709, 2.3388], [1.8008, -4.5737, 2.7179], [-1.6220, -4.3079, 2.4187], [2.1452, -3.1981, -1.1452], [0.3814, -2.7387, 3.5399], [0.0489, -4.6398, 4.9429], [-1.3159, -4.0020, 3.4185], [1.1696, -6.4256, 3.5942], [-1.2918, 5.4685, 0.4441]], "forces_ev_per_angstrom": [[0.1, 0.1, -0.2], [0.0, 0.0, 0.0], [0.1, -0.1, -0.1], [0.0, 0.0, 0.0], [0.0, 0.0, 0.0], [0.0, -0.1, 0.0], [0.0, 0.0, 0.0], [0.0, 0.0, 0.0], [0.0, 0.0, 0.0], [0.0, 0.0, 0.0], [0.0, 0.0, 0.0], [0.0, 0.0, -0.1], [0.2, -0.3, 0.0], [0.4, -0.5, -0.1], [-0.3, -0.2, 0.9], [0.0, 0.0, 0.0], [0.1, 0.5, -0.2], [0.0, 0.0, 0.0], [0.0, 0.0, 0.0], [-0.1, -0.4, 0.0], [-0.2, 0.1, 0.0], [0.0, 0.0, 0.0], [0.1, 0.2, 0.0], [0.0, 0.0, 0.0], [0.0, 0.0, 0.0], [0.0, 0.0, 0.0], [0.0, 0.0, -0.1], [0.0, 0.0, 0.1], [0.0, 0.0, 0.0], [-0.1, 0.0, 0.0], [0.0, 0.0, 0.0], [0.0, 0.3, 0.0], [-0.1, 0.0, 0.0], [0.0, 0.0, 0.0], [-0.2, 0.1, -0.2], [0.1, 0.0, 0.0], [0.0, 0.0, 0.0], [0.0, 0.0, 0.0], [-0.1, 0.0, 0.0], [0.0, 0.0, 0.0], [0.0, 0.0, 0.0], [-0.1, 0.2, 0.0], [0.0, 0.0, -0.1], [0.1, 0.0, 0.1], [0.0, 0.1, 0.0], [0.0, 0.0, 0.0], [-0.1, 0.0, 0.1], [0.0, -0.1, 0.0], [0.0, 0.0, 0.0], [0.1, 0.2, 0.0], [0.0, 0.0, 0.0], [0.0, 0.0, 0.0]], "mulliken_spin": [-0.007, 0.000, -0.001, 0.000, 0.000, 0.000, 0.000, 0.000, 0.000, 0.000, 0.000, -0.001, 0.003, -0.012, 4.067, -0.003, -0.016, 0.000, 0.000, -0.004, -0.002, 0.000, -0.001, 0.000, 0.000, 0.000, 0.000, 0.000, 0.000, 0.000, 0.000, -0.008, 0.001, 0.000, -0.012, 0.000, 0.000, 0.000, 0.001, 0.000, 0.000, 0.000, -0.003, 0.001, 0.000, 0.000, -0.001, 0.000, 0.000, 0.000, 0.000, 0.000]}